No. 1
A molecular structure, C30H36AsI2N3O4PdS2. Source: the Open Molecules 2025 dataset; level of theory: the ωB97M-V functional and the def2-TZVPD basis.

Geometry as XYZ:
```
79
Properties=species:S:1:pos:R:3:forces:R:3
Pd -0.851 -0.937 0.770 0.580 -1.613 -0.521
I 5.187 -0.692 2.221 -0.091 0.010 0.020
C 3.471 -0.635 3.430 0.018 -0.106 -0.048
C 3.605 -0.267 4.764 -0.176 -0.030 -0.126
C 2.498 -0.217 5.570 0.001 0.043 0.217
I 2.789 0.354 7.583 -0.017 -0.035 -0.115
C 1.205 -0.540 5.073 0.065 -0.056 -0.227
C 0.029 -0.492 5.851 0.051 0.019 0.003
C -1.172 -0.823 5.295 -0.060 -0.011 0.012
C -1.215 -1.215 3.949 0.015 -0.017 -0.062
N -0.147 -1.268 3.191 0.626 0.201 0.187
C 1.064 -0.933 3.707 -0.067 -0.031 0.174
C 2.244 -0.998 2.795 -0.073 0.216 0.010
O 2.153 -1.310 1.595 -0.028 -0.095 0.069
H 4.580 -0.015 5.161 0.009 -0.008 -0.029
H 0.092 -0.185 6.886 0.000 0.003 0.018
H -2.085 -0.781 5.876 -0.007 -0.011 -0.015
H -2.145 -1.488 3.467 -0.072 0.001 -0.024
C 1.761 -4.470 -0.901 0.021 0.028 -0.011
C 0.445 -3.835 -1.334 -0.002 0.042 0.315
N -0.341 -3.544 -0.167 -0.314 -0.136 -0.069
C -1.450 -2.686 -0.097 0.175 0.081 -0.488
S -2.588 -3.003 1.186 0.205 0.468 -0.090
N -1.895 -2.280 -1.434 0.039 -0.423 0.170
C -2.944 -3.116 -2.023 0.282 0.073 0.025
C -3.364 -2.524 -3.359 0.014 -0.002 -0.001
H 2.402 -4.672 -1.765 -0.018 0.008 0.053
H 1.577 -5.419 -0.386 0.002 0.035 -0.049
H 2.289 -3.813 -0.205 -0.031 -0.019 -0.043
H -0.073 -4.510 -2.032 -0.048 0.010 -0.079
H 0.623 -2.905 -1.875 0.026 0.026 -0.087
H -0.209 -4.109 0.652 0.058 -0.013 0.068
H -2.236 -1.331 -1.361 -0.098 0.219 0.095
H -3.801 -3.208 -1.352 -0.104 0.000 0.081
H -2.543 -4.125 -2.168 0.026 0.001 0.017
H -3.757 -1.512 -3.217 0.012 -0.063 -0.024
H -4.143 -3.132 -3.827 0.006 0.040 -0.007
H -2.511 -2.457 -4.040 -0.051 -0.005 0.038
C 0.125 -0.032 -3.033 -0.130 -0.048 0.003
As 0.723 -0.187 -1.169 0.048 0.221 0.248
C 1.288 1.675 -0.964 -0.037 0.031 0.054
C 2.584 -0.882 -1.466 -0.135 -0.040 0.126
C 3.215 -0.560 -2.774 0.041 0.031 -0.003
C 2.979 -1.348 -3.906 0.002 -0.041 -0.008
C 3.563 -1.053 -5.128 -0.009 0.034 0.020
C 4.404 0.048 -5.259 -0.010 -0.027 0.087
C 4.646 0.844 -4.147 -0.048 -0.042 0.006
C 4.060 0.542 -2.924 0.000 0.063 -0.006
H 0.852 0.512 -3.638 -0.032 0.008 0.012
H -0.827 0.504 -3.013 0.055 -0.029 0.038
H -0.044 -1.024 -3.455 -0.011 0.035 0.017
H 1.960 1.965 -1.774 0.000 -0.015 -0.025
H 1.790 1.773 -0.001 -0.017 -0.012 -0.004
H 0.408 2.314 -0.959 -0.033 -0.033 0.000
H 2.526 -1.955 -1.304 0.086 -0.021 -0.015
H 3.136 -0.459 -0.626 0.011 -0.095 -0.001
H 2.317 -2.204 -3.815 0.041 0.024 -0.011
H 3.359 -1.682 -5.988 0.003 -0.005 0.023
H 4.870 0.274 -6.211 -0.028 0.011 0.010
H 5.301 1.705 -4.231 -0.008 -0.007 0.013
H 4.259 1.166 -2.058 0.016 -0.051 -0.048
C -4.129 7.047 1.514 0.038 -0.089 -0.003
C -3.614 5.640 1.317 -0.008 0.041 -0.021
C -3.373 4.803 2.404 0.007 -0.012 -0.020
C -2.896 3.512 2.220 0.011 0.006 0.007
C -2.648 3.032 0.940 -0.039 0.081 -0.011
C -2.882 3.858 -0.151 -0.006 0.017 0.073
C -3.360 5.149 0.039 0.002 -0.011 0.062
S -2.035 1.345 0.743 -1.092 1.777 -0.032
O -2.050 1.193 -0.720 0.209 -0.161 0.303
O -3.038 0.582 1.472 0.311 -0.053 -0.084
O -0.717 1.467 1.385 -0.200 -0.441 -0.195
H -4.307 7.253 2.571 0.004 -0.005 -0.035
H -5.068 7.205 0.977 0.008 0.000 0.010
H -3.413 7.785 1.144 -0.013 -0.002 0.011
H -3.565 5.170 3.407 0.013 -0.022 -0.014
H -2.711 2.861 3.068 -0.022 0.046 -0.049
H -2.688 3.471 -1.143 -0.011 -0.001 0.013
H -3.544 5.788 -0.820 0.009 -0.013 -0.008
```
Forces are in eV/Å.

Its HOMO energy is -0.0612 hartree. The molar mass comes out at 1001.92 g mol⁻¹. The energy above the lowest of the compared OMol25 structures with the same formula, charge and spin is 35.01 kcal per mole. As for the charge: -2. Its multiplicity is 1.

Atom charges from the Löwdin analysis, given in e for atoms 1 to 6:
1. Pd 0.413
2. I 0.775
3. C -0.653
4. C -0.287
5. C -0.686
6. I 0.764

***

No. 2
A molecular structure, C30H36BFN5O5SZn. Source: the Open Molecules 2025 dataset; level of theory: the ωB97M-V functional and the def2-TZVPD basis.

Geometry as XYZ:
```
80
Properties=species:S:1:pos:R:3:forces:R:3
Zn -16.285 0.745 11.271 0.471 -0.307 -0.507
C -15.167 -0.879 16.504 0.447 -0.326 -0.605
C -14.743 0.571 16.233 0.397 -0.458 0.422
N -15.802 1.297 15.573 1.395 -0.169 0.082
C -16.081 1.082 14.223 -0.750 0.513 -0.118
S -14.741 0.770 13.097 -0.616 -0.008 0.068
N -17.327 1.287 13.923 -0.070 0.018 -0.296
N -17.614 1.325 12.566 -0.619 0.389 0.390
C -18.547 2.217 12.153 0.926 -0.314 1.119
C -19.341 2.949 13.191 -1.017 0.032 -0.367
C -18.479 2.584 10.800 -0.208 -0.435 -0.075
C -19.406 3.434 10.170 -0.168 -0.030 -1.470
C -19.300 3.662 8.802 0.029 -0.016 0.796
C -18.235 3.070 8.070 -0.485 0.520 0.089
C -17.393 2.235 8.759 0.249 0.082 -0.313
N -17.482 1.984 10.064 0.248 0.304 -0.171
H -14.475 -1.464 17.136 -0.177 0.388 -0.180
H -15.192 -1.360 15.503 -0.216 0.028 0.630
H -16.162 -0.906 16.939 -0.144 -0.120 0.106
H -13.888 0.520 15.563 0.193 0.323 0.105
H -14.452 1.108 17.162 -0.169 -0.257 -0.513
H -16.577 1.367 16.198 -0.917 0.179 -0.384
H -18.678 3.505 13.826 0.399 0.412 0.319
H -19.855 2.257 13.860 0.020 -0.139 -0.049
H -20.109 3.638 12.786 0.549 -0.387 0.037
H -20.264 3.791 10.720 0.062 0.194 0.002
H -20.062 4.286 8.338 0.232 -0.078 -0.136
H -18.066 3.234 7.007 -0.236 -0.036 0.273
H -16.604 1.742 8.194 -0.039 -0.120 0.398
C -11.634 -3.377 6.489 -0.041 0.602 -0.417
C -12.879 -4.231 6.392 -0.027 -0.495 -0.297
C -13.000 -5.107 5.111 -0.203 -0.301 1.136
C -12.946 -4.229 3.893 -0.610 -0.603 -0.046
C -13.993 -3.158 4.032 0.348 0.599 0.189
C -14.451 -2.554 2.875 -0.736 0.790 -0.247
C -15.462 -1.595 2.977 -0.002 -1.190 0.664
F -15.977 -1.087 1.846 -0.059 0.360 -0.362
C -16.064 -1.292 4.183 -0.355 1.105 -0.290
C -15.532 -1.816 5.385 -0.745 0.978 -0.141
C -16.003 -1.411 6.665 -0.878 0.466 0.025
O -17.076 -0.523 6.720 0.528 -0.137 -0.553
C -15.362 -1.831 7.836 1.192 -0.864 0.073
C -14.363 -2.782 7.655 -0.503 0.326 0.950
N -14.024 -3.347 6.457 -0.689 0.689 -0.292
C -14.479 -2.725 5.278 0.689 -1.685 -0.303
C -15.524 -1.381 9.318 0.997 -1.569 -0.453
O -14.983 -2.123 10.134 -0.095 0.042 0.311
O -16.133 -0.314 9.567 -0.714 1.015 -0.106
H -10.734 -3.954 6.341 0.381 -0.158 -0.355
H -11.561 -2.961 7.493 -0.115 0.215 -0.067
H -11.738 -2.548 5.751 0.467 -0.492 0.512
H -12.920 -4.866 7.273 -0.156 -0.240 0.066
H -13.995 -5.608 5.163 0.671 0.194 -0.043
H -12.217 -5.881 5.094 -0.226 0.254 0.119
H -13.137 -4.844 3.004 -0.150 0.225 0.067
H -11.948 -3.852 3.755 0.523 0.510 0.006
H -14.060 -2.850 1.912 -0.054 0.050 -0.087
H -16.890 -0.546 4.194 0.739 -0.757 0.120
H -13.837 -3.152 8.533 -0.179 0.069 -0.201
C -20.776 -3.202 8.165 0.565 0.405 1.714
C -19.775 -2.091 8.474 0.868 -0.101 -0.036
C -19.118 -2.352 9.830 -0.243 0.796 0.507
O -18.652 -2.151 7.533 -0.688 -1.068 0.056
B -18.275 -0.883 7.261 0.041 0.760 0.528
O -19.200 0.062 7.647 0.233 -0.002 0.342
C -20.309 -0.613 8.273 -0.143 -0.261 -0.684
C -21.440 -0.528 7.240 -0.386 0.057 0.481
C -20.719 0.087 9.551 0.476 0.440 -0.311
H -20.313 -4.170 8.344 -0.002 -0.027 -0.020
H -21.121 -3.144 7.187 -0.528 0.019 -1.861
H -21.647 -3.096 8.822 0.146 -0.076 0.056
H -18.682 -3.348 9.891 0.005 0.022 -0.230
H -19.856 -2.251 10.625 -0.162 -0.181 0.129
H -18.341 -1.608 10.074 -0.148 -0.271 -0.342
H -21.105 -1.033 6.333 -0.298 0.084 -0.091
H -21.682 0.533 7.022 0.354 -0.573 0.095
H -22.360 -0.988 7.646 0.339 0.034 -0.362
H -19.922 0.050 10.285 0.080 0.084 0.147
H -21.608 -0.380 9.967 -0.163 0.051 0.037
H -20.893 1.148 9.306 -0.130 -0.373 0.215
```
Forces are in eV/Å.

Its HOMO energy (alpha / beta) is -0.0925 / -0.1134 hartree. The molar mass comes out at 673.91 g mol⁻¹. The energy above the lowest of the compared OMol25 structures with the same formula, charge and spin is 4.37 kcal per mole. As for the charge: -1. Its multiplicity is 1.

Atom charges from the Löwdin analysis, given in e for atoms 1 to 6:
1. Zn 0.596
2. C -0.104
3. C -0.323
4. N -0.062
5. C -0.799
6. S 0.569

***

So what do the calculations give for total energy? Going down the list: -5385.50990, -4117.26060 hartree.